1.
Molecular formula: C2HBrCl2F2
Method: DFT, wB97M-V/def2-TZVPD

## Properties
Relative energy (zero: lowest compared OMol25 entry of this formula, charge and spin) ... 1.282 eV
Gap between HOMO and LUMO ... 10.12 eV
HOMO level ... -9.64 eV
2S+1 ... 1

Structure (XYZ):
```
8
Properties=species:S:1:pos:R:3:nbo_charge:R:1
C -0.56331 3.11297 -1.30097 -0.281
C -0.14065 2.39747 -2.32858 0.335
F 0.42351 0.11732 0.55170 -0.558
F 1.11358 1.90954 -2.53246 -0.300
Cl -2.08777 3.84536 -1.26444 0.093
Cl -1.22755 1.90477 -3.63935 0.014
Br 0.57270 3.82068 -0.00792 0.140
H 1.23055 -0.11376 0.17751 0.558
```

2.
Molecular formula: C3H11NO2
Method: DFT, wB97M-V/def2-TZVPD

## Properties
Relative energy (zero: lowest compared OMol25 entry of this formula, charge and spin) ... 1.215 eV
<S²> ... 0.750
Gap between HOMO and LUMO (spin up / spin down) ... 2.92 / 8.37 eV
HOMO level (spin up / spin down) ... 0.89 / -4.75 eV
2S+1 ... 2
Net charge ... -1

Structure (XYZ):
```
17
Properties=species:S:1:pos:R:3:mulliken_spin:R:1
C 0.87705 -2.69188 -0.64874 0.269
C 1.54916 -1.81779 0.09120 0.284
N 1.10558 -0.96860 1.06168 0.090
C 1.89810 0.04642 1.74023 0.721
H -0.15023 -2.95704 -0.42860 -0.179
H 1.30419 -3.16414 -1.51851 -0.072
H 2.62988 -1.74506 -0.03636 0.051
H 0.14871 -1.11589 1.34822 -0.405
H 1.24860 0.90473 1.89224 -0.371
H 2.33525 -0.39447 2.63748 -0.090
H 2.76681 0.26879 1.11865 0.061
H -4.41345 2.42474 -0.94809 -0.332
H -2.93513 2.42457 -1.21150 -0.091
O -3.69204 3.03067 -1.15008 0.642
H -0.06111 0.59281 -0.48387 -0.069
H -1.48078 0.86800 -0.59173 -0.272
O -0.61589 1.26960 -0.84260 0.762
```

3.
Molecular formula: H34KO21P
Method: DFT, wB97M-V/def2-TZVPD

## Properties
Relative energy (zero: lowest compared OMol25 entry of this formula, charge and spin) ... 2.078 eV
Gap between HOMO and LUMO ... 7.44 eV
HOMO level ... -4.21 eV
2S+1 ... 1
Net charge ... -2

Structure (XYZ):
```
57
Properties=species:S:1:pos:R:3:nbo_charge:R:1
K 1.26674 -2.53521 -2.20998 0.969
P 0.18155 0.04742 -0.21241 2.603
O -1.31750 -0.25272 0.17244 -1.278
O 0.96675 -1.16039 0.34042 -1.310
O 0.70735 1.45898 0.34027 -1.269
O 0.27762 0.10195 -1.74577 -1.298
O -1.14532 3.30872 0.09999 -1.015
H -0.58395 2.53660 0.17024 0.490
H -1.91322 3.00394 -0.38342 0.489
O 1.46374 3.86213 0.97681 -0.994
H 1.14868 2.97197 0.82002 0.496
H 0.66805 4.38128 1.09342 0.476
O -1.18090 1.44429 2.46704 -0.981
H -1.13504 0.79616 1.76415 0.492
H -0.78504 2.23173 2.09360 0.470
O 3.06771 0.07333 -1.61215 -0.984
H 3.24488 -0.49646 -0.86370 0.475
H 2.11859 0.19684 -1.60038 0.489
O 1.35194 -1.68215 3.00477 -0.988
H 0.84702 -0.98521 3.42377 0.494
H 1.37647 -1.43778 2.07962 0.494
O -2.12999 1.06808 -2.90120 -0.962
H -2.44350 0.22049 -3.21670 0.475
H -1.59036 0.85601 -2.13959 0.478
O -3.47742 1.16934 -0.32280 -0.988
H -3.82058 1.25179 0.56696 0.460
H -2.68058 0.64800 -0.22534 0.501
O 3.32118 -1.94007 0.48136 -1.005
H 2.42963 -1.59201 0.46614 0.491
H 3.29581 -2.63634 1.13771 0.465
O 0.52999 -3.65804 0.65383 -1.000
H 0.81782 -4.00559 1.49799 0.485
H 0.86580 -2.76186 0.63618 0.507
O 4.01084 2.30666 0.48489 -0.972
H 3.91883 1.64110 -0.19688 0.480
H 3.11551 2.47425 0.77905 0.487
O -1.85170 -1.69983 -2.49760 -1.009
H -1.40402 -1.06781 -1.93514 0.493
H -2.06334 -2.43047 -1.91656 0.488
O -4.36720 -1.94600 0.88369 -0.959
H -4.91396 -2.43998 0.27274 0.447
H -3.47115 -2.20114 0.66408 0.497
O 1.29316 2.64039 -2.10174 -0.983
H 1.41447 3.16734 -1.31191 0.476
H 0.88940 1.83037 -1.79015 0.487
O 0.33589 -0.18079 -4.24935 -1.012
H 0.30466 0.01756 -3.31344 0.504
H -0.16569 0.52308 -4.66071 0.474
O -1.24449 -1.64307 2.49946 -0.991
H -0.34157 -1.91428 2.33390 0.464
H -1.53552 -1.25986 1.67201 0.484
O 1.99933 1.05283 2.55266 -0.989
H 1.33492 1.29960 3.19601 0.458
H 1.56664 1.16403 1.70610 0.494
O -1.85283 -2.78454 -0.08465 -1.042
H -1.04616 -3.18984 0.23354 0.497
H -1.67008 -1.84501 -0.07313 0.499
```

4.
Molecular formula: C4H7NP2
Method: DFT, wB97M-V/def2-TZVPD

## Properties
Relative energy (zero: lowest compared OMol25 entry of this formula, charge and spin) ... 2.819 eV
SMILES string ... [H]/P=C(C=C)\N=C\P
Gap between HOMO and LUMO ... 8.40 eV
HOMO level ... -8.57 eV
2S+1 ... 1

Structure (XYZ):
```
14
Properties=species:S:1:pos:R:3:nbo_charge:R:1
C -2.58746 -1.18468 -0.18032 -0.421
C -1.64056 -0.84083 0.65041 -0.150
C 1.70034 0.53773 -0.34342 -0.126
C -0.58451 0.63754 0.13943 -0.171
N 0.68274 0.36308 0.38962 -0.481
P -1.46062 2.01531 -0.25241 0.314
P 3.35101 0.18407 0.30978 0.305
H -3.21515 -2.04988 -0.00671 0.207
H -2.79179 -0.62191 -1.07774 0.212
H -1.30224 -1.29343 1.56194 0.209
H 1.64573 0.94746 -1.36147 0.179
H -0.33243 2.83040 -0.46883 -0.060
H 2.90815 -0.71566 1.27318 -0.003
H 3.62681 -0.80920 -0.63347 -0.014
```

5.
Molecular formula: C4HClN2
Method: DFT, wB97M-V/def2-TZVPD

## Properties
Relative energy (zero: lowest compared OMol25 entry of this formula, charge and spin) ... 2.225 eV
Gap between HOMO and LUMO ... 8.80 eV
HOMO level ... -9.47 eV
2S+1 ... 1

Structure (XYZ):
```
8
Properties=species:S:1:pos:R:3:nbo_charge:R:1
C -1.40964 0.24493 -0.04641 0.287
C 1.87487 0.41732 -0.06330 -0.132
C -0.58816 -2.15063 0.11109 0.371
C 0.75515 0.83197 0.11877 0.120
N -1.12221 -1.11857 -0.07435 -0.607
N -0.49029 1.09290 0.07138 -0.399
Cl 3.48596 0.29274 0.00389 0.148
H -2.50568 0.38933 -0.12108 0.211
```

6.
Molecular formula: C36H71AsGe2N5OPdSSi3
Method: DFT, wB97M-V/def2-TZVPD

## Properties
Relative energy (zero: lowest compared OMol25 entry of this formula, charge and spin) ... 0.000 eV
<S²> ... 3.762
Gap between HOMO and LUMO (spin up / spin down) ... 8.10 / 6.08 eV
HOMO level (spin up / spin down) ... -11.96 / -13.04 eV
2S+1 ... 4
Net charge ... +2

Structure (XYZ):
```
121
Properties=species:S:1:pos:R:3:mulliken_spin:R:1
Pd 0.26441 0.24550 -0.21702 1.075
C -3.29735 3.11734 -1.31886 0.004
Si -1.68303 3.99971 -1.66704 0.003
C -1.18386 5.18787 -0.31223 0.005
C -1.79309 4.91088 -3.28979 0.009
As 0.02550 2.34806 -1.73466 0.143
Si 2.08165 3.48465 -2.14344 0.025
C 2.76306 4.31771 -0.61692 -0.003
C 3.26424 2.15635 -2.72641 -0.005
C 1.85724 4.83274 -3.41607 0.007
Si -0.33560 1.26390 -3.83456 0.014
C 0.54784 -0.38813 -3.73592 0.038
C -2.17875 1.09230 -4.08207 0.003
C 0.35217 2.21306 -5.28898 0.010
H -3.97579 3.77583 -0.77023 0.001
H -3.17362 2.19670 -0.74726 -0.001
H -3.78562 2.85458 -2.25863 0.001
H -1.96308 5.94222 -0.17299 0.000
H -0.26655 5.71518 -0.58425 0.000
H -1.01971 4.69506 0.64693 -0.001
H -2.63893 5.60293 -3.24583 0.001
H -1.96770 4.23811 -4.13025 -0.002
H -0.89762 5.49550 -3.49762 -0.002
H 3.13288 3.62170 0.13386 0.001
H 2.02981 4.98078 -0.15557 0.000
H 3.60391 4.93915 -0.93970 0.000
H 3.25093 1.29856 -2.04971 0.009
H 4.28318 2.55084 -2.75814 0.000
H 3.01953 1.80344 -3.72897 0.004
H 1.41779 5.72102 -2.95696 0.000
H 1.24616 4.54997 -4.26983 -0.002
H 2.84381 5.11855 -3.79217 0.002
H 0.18931 -0.98642 -2.89745 -0.008
H 1.62340 -0.23842 -3.61461 0.001
H 0.39540 -0.94713 -4.66394 0.001
H -2.67192 0.73969 -3.17869 0.001
H -2.38009 0.39310 -4.89870 0.000
H -2.61366 2.05156 -4.36835 0.000
H 1.42672 2.38518 -5.23912 -0.001
H -0.14459 3.17449 -5.42529 -0.001
H 0.15758 1.61821 -6.18670 0.001
C 1.65124 -2.43408 3.04059 0.078
Ge 0.48805 -1.19548 3.99489 0.306
C 1.45874 0.28148 4.80669 0.124
C -0.73807 -2.08269 5.21150 0.024
Ge -0.99466 0.00793 1.93410 0.225
C -1.74966 1.52610 2.90912 0.100
C -1.92341 1.57965 4.29299 0.046
C -2.50278 2.68882 4.89238 -0.001
C -2.93155 3.75679 4.11409 0.016
C -2.76906 3.71683 2.73687 -0.004
C -2.16904 2.61361 2.14425 -0.033
C -2.09548 -1.56691 2.31111 0.259
C -3.30471 -1.42767 3.00128 0.108
C -4.11130 -2.53316 3.22974 -0.019
C -3.71245 -3.79027 2.79174 0.052
C -2.50810 -3.94141 2.11400 -0.030
C -1.70521 -2.83661 1.87304 0.118
H 2.68564 -2.21400 3.30958 0.000
H 1.54698 -2.33892 1.96301 -0.035
H 1.41242 -3.45470 3.33876 0.013
H 2.06916 -0.14635 5.60715 0.001
H 0.78045 1.01548 5.23697 0.008
H 2.11343 0.76252 4.08307 -0.044
H -0.14804 -2.45951 6.05067 0.006
H -1.22535 -2.92087 4.71617 0.001
H -1.49878 -1.41144 5.60268 -0.001
H -1.61410 0.75189 4.91880 -0.023
H -2.62885 2.71760 5.96686 0.000
H -3.39245 4.61658 4.58184 0.000
H -3.10660 4.54491 2.12643 0.000
H -2.03435 2.59325 1.06802 0.071
H -3.62246 -0.45341 3.35342 0.005
H -5.04950 -2.41578 3.75625 0.001
H -4.33821 -4.65210 2.98265 0.001
H -2.19722 -4.92278 1.77821 0.001
H -0.77155 -2.95815 1.33781 0.001
C 2.20382 3.73253 3.70475 -0.003
C 1.17310 3.84854 2.60242 0.007
N 1.17520 2.62085 1.82358 0.042
C 2.27207 1.86657 1.56202 -0.013
N 2.15424 0.86093 0.72075 0.134
C 3.31952 0.01840 0.48528 0.035
C 4.60849 0.81395 0.57354 0.009
C 4.67174 1.48514 1.92753 -0.001
N 3.41639 2.17456 2.22001 -0.001
C 3.53629 3.33761 3.10267 0.001
H 1.88254 2.98593 4.43065 0.002
H 2.30841 4.68227 4.22752 0.000
H 1.39328 4.71509 1.97134 0.000
H 0.17208 3.97876 3.01504 0.001
H 0.39941 2.44643 1.20210 -0.018
H 3.21829 -0.42797 -0.50575 -0.017
H 3.34453 -0.81367 1.20129 0.011
H 4.62689 1.56912 -0.21604 0.001
H 5.47599 0.16800 0.43889 0.000
H 5.47002 2.22875 1.95262 0.001
H 4.88246 0.75487 2.71613 0.000
H 3.96745 4.17443 2.54146 0.000
H 4.24577 3.07405 3.88866 0.000
C -2.68555 -2.25375 -3.03357 0.005
S -2.27833 -1.96208 -1.31309 0.001
C -3.95151 -1.93618 -0.68546 0.000
O -1.79405 -0.52567 -1.23343 0.010
H -3.09991 -3.25873 -3.11621 0.001
H -1.76433 -2.18705 -3.60914 0.000
H -3.40266 -1.51229 -3.37987 0.000
H -4.40837 -2.90792 -0.87245 0.001
H -4.50137 -1.14257 -1.19059 0.000
H -3.90328 -1.75279 0.38575 0.002
C 3.25857 -3.84549 -1.97825 0.000
N 1.87156 -3.87793 -1.50888 -0.002
C 1.00080 -4.95417 -1.98406 0.000
C 1.36075 -2.84168 -0.90338 -0.014
N 0.91665 -1.91853 -0.36040 0.096
H 3.29013 -3.71734 -3.06112 0.000
H 3.74822 -4.78038 -1.71039 0.000
H 3.78427 -3.02193 -1.50187 0.000
H 0.88596 -4.90123 -3.06798 0.000
H 0.02543 -4.86679 -1.51110 0.000
H 1.43989 -5.91407 -1.71676 0.000
```